1.
Formula: C13H41F6NO20S
Source: the Open Molecules 2025 dataset
Level of theory: wB97M-V/def2-TZVPD

Each line ends with the Mulliken charge.
Atoms and positions in Å:
O -3.9484 -0.8504 -1.0987  -0.4779
C -2.9546 -0.3513 -1.5427  -0.5343
N -2.2833 -0.5752 -2.7987  -0.2423
C -0.8944 -0.6437 -2.4532  -0.3670
O -0.0913 -1.4197 -2.8968  -0.5849
C -0.7677 0.4573 -1.3814  0.2790
C 0.3130 1.1957 -0.9376  0.1415
C 1.6917 0.9248 -1.5271  -0.5660
C 2.7336 2.0870 -1.3881  -1.1366
C 4.0040 1.7047 -0.5516  -1.0170
C 3.9204 2.0143 0.9436  0.9043
F 5.1934 2.2647 1.3725  -0.3099
F 3.2333 3.1530 1.1890  -0.2601
C 3.4073 0.8539 1.8535  0.5433
F 4.0391 0.9465 3.0443  -0.2856
F 3.6858 -0.3634 1.3643  -0.2344
F 2.1028 0.9181 2.1013  -0.1905
C 0.0540 2.1261 0.0458  -0.1867
C -1.2115 2.3267 0.5524  0.5130
S -1.4549 3.5683 1.7922  1.3415
O -2.5658 3.2349 2.6370  -0.6694
O -0.2763 3.7651 2.5528  -0.6432
F -1.8616 4.9379 1.0857  -0.2592
C -2.3138 1.5885 0.1299  -0.1709
C -2.0564 0.6553 -0.8333  0.2684
H -2.4595 0.2563 -3.3658  0.4368
H 1.5368 0.7500 -2.5979  0.6490
H 2.1219 0.0118 -1.0958  0.4113
H 3.1263 2.2527 -2.3987  0.3776
H 2.3002 3.0369 -1.0652  0.6043
H 4.2442 0.6585 -0.7582  0.3008
H 4.8210 2.3009 -0.9721  0.5188
H 0.8545 2.7415 0.4520  0.2893
H -3.3226 1.7309 0.5056  0.3092
O 0.1078 6.4413 -0.0302  -0.5980
H 0.7734 6.7838 0.5749  0.3031
H -0.7254 6.7501 0.3365  0.2966
O -4.5452 0.8454 2.3287  -0.5977
H -3.9252 1.5689 2.4391  0.3487
H -5.1304 0.9209 3.0918  0.2950
O -4.2622 2.0625 4.8162  -0.6521
H -4.1899 2.4151 5.7082  0.2973
H -3.7721 2.6904 4.2691  0.3679
O -2.5513 -3.8317 -1.8117  -0.6195
H -3.1096 -3.0524 -1.7147  0.2878
H -1.9059 -3.5510 -2.4733  0.3459
O -5.4621 3.1043 0.6597  -0.5706
H -4.8042 3.4184 1.2907  0.2833
H -6.2962 3.4327 1.0104  0.2921
O 1.7417 -2.3989 -4.9222  -0.6320
H 1.5064 -3.2558 -5.2915  0.3072
H 1.2640 -2.3697 -4.0851  0.3996
O -0.3803 -5.3537 -3.6247  -0.6050
H -0.6793 -6.2031 -3.9744  0.3148
H -0.8211 -5.2938 -2.7701  0.3125
O -0.2181 -1.1342 1.7972  -0.4560
H -0.7299 -1.1161 2.6188  0.3040
H 0.6915 -1.0117 2.0785  0.1679
O -0.7460 -8.3669 -3.1605  -0.6571
H -1.2451 -8.2878 -2.3368  0.3431
H 0.1754 -8.3037 -2.8873  0.3131
O 5.3423 -3.0043 1.3387  -0.6612
H 4.7275 -2.2751 1.4568  0.3100
H 5.9372 -2.6952 0.6448  0.3579
O -6.6120 0.1594 0.4158  -0.6332
H -6.0003 0.5455 1.0617  0.4023
H -6.2413 -0.7095 0.2370  0.3079
O 6.7579 -0.3884 0.3785  -0.5854
H 6.3050 -0.3343 1.2271  0.2787
H 7.6810 -0.2401 0.6052  0.2950
O -0.4018 -1.4093 4.6343  -0.5784
H -0.9338 -1.3850 5.4362  0.2835
H 0.5010 -1.2861 4.9445  0.2842
O -1.3629 2.1899 -3.5891  -0.5365
H -1.9668 2.9331 -3.4766  0.2777
H -0.7180 2.5054 -4.2319  0.2570
O -3.2702 -7.4834 -2.4323  -0.6528
H -3.2573 -7.5443 -3.3933  0.3202
H -3.5137 -6.5661 -2.2564  0.3222
O 7.1522 0.4026 3.4344  -0.5836
H 7.8093 0.8005 4.0135  0.2945
H 6.3088 0.6635 3.8189  0.2960

Properties
- HOMO: -0.3744 Ha
- Kohn-Sham gap: 9.09 eV
- DFT total energy: -3076.9103 Eh
- Spin multiplicity: 1
- Largest force on an atom: 2.283 eV/Å

2.
Formula: C4H6Br2NO6S
Source: the Open Molecules 2025 dataset
Level of theory: wB97M-V/def2-TZVPD

Each line ends with the Mulliken charge.
Atoms and positions in Å:
O 4.6392 -1.6709 2.1956  -0.7458
C 3.8272 -2.2524 1.4418  0.5730
O 4.1156 -3.0356 0.5495  -0.6615
C 2.3375 -1.9400 1.7184  0.0207
Br 1.4847 -0.9433 0.2578  -0.2132
N 1.5362 -3.1898 1.9094  -0.5388
Br 1.0422 -3.8335 0.2053  -0.0700
H 2.2913 -1.2880 2.5818  0.2915
H 2.1677 -3.8733 2.3162  0.3451
C -2.7822 2.8298 -1.6325  -0.3450
C -2.0033 1.7050 -2.2799  -0.3535
O -1.0391 1.3254 -1.2996  -0.2265
S -1.6517 1.5268 0.1730  1.0631
O -2.1551 0.2893 0.6318  -0.4943
O -0.7542 2.3135 0.9283  -0.5089
O -2.9078 2.4455 -0.2631  -0.3070
H -2.2305 3.7720 -1.6763  0.2847
H -3.7650 2.9646 -2.0776  0.2987
H -1.5093 2.0125 -3.1976  0.2953
H -2.6432 0.8425 -2.4824  0.2924

Properties
- Charge: -1
- HOMO: -0.1623 Ha
- Kohn-Sham gap: 6.61 eV
- DFT total energy: -6208.4282 Eh
- Spin multiplicity: 1
- Largest force on an atom: 1.851 eV/Å

3.
Formula: C7H10
Source: the Open Molecules 2025 dataset
Level of theory: wB97M-V/def2-TZVPD

Each line ends with the Mulliken charge.
Atoms and positions in Å:
C 1.8817 -0.5861 1.9609  0.3504
C 1.5306 -0.4141 0.8185  -0.7254
C 1.1065 -0.2733 -0.5546  -0.5214
C 0.0691 0.7567 -0.9739  0.1200
C -0.4911 1.7501 0.0185  -1.3663
C -0.2995 -0.6959 -0.9483  0.1195
C -1.2798 -1.2293 0.0700  -1.4020
H 2.2034 -0.7602 2.9634  0.4144
H 1.8935 -0.4739 -1.2790  0.3228
H 0.2396 1.1647 -1.9682  0.3814
H -0.0386 2.7341 -0.1361  0.3740
H -1.5750 1.8594 -0.0918  0.2881
H -0.2784 1.4546 1.0499  0.2896
H -0.3520 -1.1845 -1.9199  0.3625
H -2.3045 -0.9617 -0.2157  0.3282
H -1.2201 -2.3210 0.1405  0.3749
H -1.0854 -0.8194 1.0657  0.2895

Properties
- HOMO: -0.3405 Ha
- Kohn-Sham gap: 10.36 eV
- DFT total energy: -272.6313 Eh
- Spin multiplicity: 1
- Largest force on an atom: 0.626 eV/Å
- Structure (SMILES): C#C[C@@H]1[C@H](C)[C@@H]1C
- Relative energy (zero: lowest compared OMol25 entry of this formula, charge and spin): 54.4 kcal/mol

4.
Formula: C15H9N7O6
Source: the Open Molecules 2025 dataset
Level of theory: wB97M-V/def2-TZVPD

Each line ends with the Mulliken charge.
Atoms and positions in Å:
O -0.3136 4.7268 -3.6188  -0.6922
N 0.3238 3.7199 -3.3581  0.7530
C 0.0451 2.4459 -2.9017  -0.0188
C 1.2636 1.7416 -2.7806  0.4384
N 2.3098 2.5738 -3.1262  -0.5682
O 1.7352 3.7729 -3.4273  -0.1869
C 1.2772 0.3579 -2.4577  -1.3586
N 2.3680 -0.5243 -2.6705  0.9312
O 3.5212 -0.1020 -2.9152  -0.6658
O 2.1352 -1.7721 -2.6462  -0.7069
C 0.0048 -0.3908 -2.0822  0.9461
C -1.1703 0.5017 -2.1902  -0.6571
N -2.4381 0.0031 -2.4236  0.8615
O -2.9484 -1.0915 -2.2492  -0.7129
O -3.1790 1.0328 -3.0758  -0.1857
N -2.4328 2.1663 -3.2125  -0.5552
C -1.1932 1.7983 -2.7266  0.7666
H -0.1047 -1.2211 -2.8090  0.4972
C -0.2964 -0.4218 5.5486  -0.4452
C -0.9310 0.4485 4.6452  -0.7228
C -0.8826 0.1998 3.2631  -0.4327
C -0.2011 -0.9285 2.8019  1.5018
N -0.0900 -1.2019 1.4221  0.3680
C -0.3219 -0.3708 0.3872  0.0429
N 0.0510 -0.9755 -0.7508  0.2144
C 0.5439 -2.2388 -0.4261  -0.6323
C 0.4241 -2.3968 0.8981  -0.3588
C 0.4229 -1.8133 3.6968  -0.5154
C 0.3710 -1.5580 5.0741  -0.6892
H -0.3267 -0.2318 6.6187  0.3848
H -1.4678 1.3140 5.0224  0.3685
H -1.3798 0.8577 2.5494  0.3011
H -0.6570 0.6559 0.4563  0.3162
H 0.9589 -2.9108 -1.1472  0.4982
H 0.7652 -3.2069 1.5156  0.3797
H 0.9611 -2.6948 3.3437  0.1656
H 0.8522 -2.2653 5.7522  0.3694

Properties
- HOMO: -0.2896 Ha
- Kohn-Sham gap: 6.89 eV
- DFT total energy: -1411.3065 Eh
- Spin multiplicity: 1
- Largest force on an atom: 3.635 eV/Å
- Relative energy (zero: lowest compared OMol25 entry of this formula, charge and spin): 10.8 kcal/mol

5.
Formula: C36H48AsN2O2S6SeTa
Source: the Open Molecules 2025 dataset
Level of theory: wB97M-V/def2-TZVPD

Each line ends with the Mulliken charge.
Atoms and positions in Å:
Ta -0.9648 -2.8418 -0.2465  0.9560
C 0.9578 3.9754 -3.2666  -2.0523
C 1.7216 2.7899 -3.8560  2.0478
C 1.4408 2.7346 -5.3638  -1.6088
C 3.2219 3.0199 -3.6255  -1.6031
C 1.3089 1.4678 -3.2122  -0.4415
C 0.3482 1.3827 -2.2180  -0.3841
C 0.0367 0.1500 -1.6582  -0.2172
Se -1.3326 0.0291 -0.3021  0.3114
C -0.2230 0.2013 1.2565  0.7204
C 0.0125 1.4520 1.7948  -0.4743
C 0.7103 1.5707 2.9920  -0.6859
C 1.1130 0.3920 3.6120  -0.5991
C 0.8869 -0.8908 3.1115  0.6942
C 0.2105 -0.9619 1.8922  0.4503
O -0.0582 -2.1441 1.2804  -1.2758
C 1.3779 -2.0793 3.9538  1.9649
C 1.0867 -3.4643 3.3670  -1.8796
C 0.6926 -2.0151 5.3288  -1.6438
C 2.8991 -1.9627 4.1343  -1.7319
C 1.0155 2.9172 3.6451  2.0902
C 2.5325 3.0652 3.8235  -1.6673
C 0.5131 4.0876 2.7998  -2.1372
C 0.3300 2.9822 5.0170  -1.6556
C 0.6549 -1.0133 -2.0950  0.7343
O 0.3108 -2.1837 -1.5047  -0.0457
C 1.6184 -0.9746 -3.1150  -0.4708
C 1.9140 0.2784 -3.6327  0.2008
C 2.2865 -2.2522 -3.6286  1.9877
C 3.2867 -1.9536 -4.7480  -2.3437
C 1.2177 -3.1979 -4.2012  -1.5188
C 3.0561 -2.9457 -2.4946  -1.5227
H 1.2866 4.8962 -3.7511  0.4576
H -0.1181 3.8822 -3.4262  0.3575
H 1.1412 4.0791 -2.1953  0.3390
H 1.7345 3.6743 -5.8366  0.4653
H 1.9955 1.9292 -5.8466  0.3091
H 0.3780 2.5724 -5.5534  0.3365
H 3.5323 3.9631 -4.0801  0.4631
H 3.4468 3.0623 -2.5582  0.3398
H 3.8228 2.2227 -4.0646  0.3124
H -0.1702 2.2599 -1.8560  0.5016
H -0.3669 2.3200 1.2738  0.4942
H 1.6363 0.4704 4.5565  0.4038
H 0.0194 -3.6435 3.2413  0.3334
H 1.5758 -3.6151 2.4055  0.2629
H 1.4739 -4.2137 4.0605  0.5551
H -0.3906 -2.1048 5.2233  0.2889
H 1.0406 -2.8407 5.9528  0.4819
H 0.9051 -1.0850 5.8570  0.3127
H 3.4047 -2.0031 3.1677  0.3682
H 3.1849 -1.0330 4.6269  0.2906
H 3.2632 -2.7916 4.7444  0.4866
H 3.0417 3.0194 2.8592  0.3747
H 2.7644 4.0253 4.2893  0.4700
H 2.9425 2.2783 4.4578  0.2971
H 0.9781 4.0982 1.8119  0.3865
H -0.5707 4.0584 2.6722  0.3675
H 0.7631 5.0267 3.2959  0.4624
H 0.6802 2.1903 5.6804  0.3176
H 0.5391 3.9399 5.4985  0.4730
H -0.7523 2.8807 4.9132  0.3265
H 2.6569 0.3393 -4.4147  0.4802
H 2.8064 -1.4891 -5.6113  0.3966
H 4.0980 -1.3064 -4.4082  0.4053
H 3.7298 -2.8925 -5.0829  0.4649
H 0.6847 -2.7159 -5.0237  0.3201
H 1.6939 -4.1005 -4.5899  0.4541
H 0.4879 -3.4981 -3.4519  0.1975
H 3.8193 -2.2799 -2.0856  0.3334
H 2.4000 -3.2557 -1.6846  0.1214
H 3.5558 -3.8356 -2.8830  0.4654
C -2.7473 -0.2315 3.6967  -0.2044
C -3.9100 -0.1756 2.7608  0.2043
N -3.8359 0.1681 1.5109  -0.1306
C -5.0573 0.0485 0.8859  0.0944
C -6.0682 -0.3884 1.6823  -0.5877
S -5.4860 -0.6642 3.2630  -0.2478
C -5.2087 0.3659 -0.5448  -0.3907
C -6.3296 0.8897 -1.1123  -0.5028
S -6.1123 1.0210 -2.8035  -0.2612
C -4.5214 0.3699 -2.6432  0.4580
N -4.1916 0.0861 -1.4248  0.0071
C -3.6398 0.1268 -3.8241  -0.8014
H -2.0403 0.5664 3.4728  -0.1684
H -2.2254 -1.1840 3.5756  0.0313
H -3.0682 -0.1490 4.7345  0.5502
H -7.0890 -0.5869 1.4021  0.4902
H -7.2320 1.2134 -0.6217  0.4862
H -3.8523 0.8231 -4.6342  0.4448
H -3.7799 -0.8895 -4.1961  0.2267
H -2.5972 0.2331 -3.5234  0.0302
S -0.9176 -5.1615 -0.1359  -0.3364
As -3.1679 -4.4891 -0.5920  0.0560
S -3.1576 -2.9518 0.9832  -0.2382
S -2.5868 -3.0988 -2.1738  -0.3363
S -4.4748 -6.0404 -0.7623  -0.3467

Properties
- HOMO: -0.3061 Ha
- Kohn-Sham gap: 7.61 eV
- DFT total energy: -8744.1729 Eh
- Spin multiplicity: 1
- Largest force on an atom: 0.256 eV/Å
- Relative energy (zero: lowest compared OMol25 entry of this formula, charge and spin): 13.6 kcal/mol